Molecular formula: C3H10N4
Method: DFT, ωB97M-V/def2-TZVPD

Last column: natural (NBO) charge in e.
Geometry (Å):
N1 1.93 1.02 -0.30  -0.867
H1 2.66 -1.62 -0.24  0.346
H2 -2.70 1.18 1.60  0.207
C1 -2.36 1.18 0.56  -0.418
H3 0.11 0.87 0.34  0.484
C2 -0.72 -0.52 -0.11  0.610
C3 1.18 -0.22 -0.46  -0.083
H4 2.78 1.01 -0.85  0.374
N2 -1.16 -1.69 -0.12  -0.854
H5 1.13 -0.43 -1.53  0.158
H6 -2.34 2.21 0.20  0.211
N3 -1.02 0.62 0.48  -0.642
H7 2.19 1.08 0.68  0.366
N4 1.87 -1.26 0.28  -0.873
H8 -1.70 -1.99 -0.93  0.391
H9 -3.10 0.62 -0.02  0.218
H10 1.25 -2.05 0.42  0.375

For the energy relative to the best compared isomer or geometry (same formula, charge and spin), the calculation gives 388.4 kJ/mol. For the frontier orbital gap, the calculation gives 8.79 eV. The LUMO energy comes out at 0.9 eV. Its multiplicity is 1. The HOMO energy is -7.85 eV. Its max |F| is 4.262 eV/A.